No. 1
C14H14BF9N3PtSSe as an isolated structure. Source: the Open Molecules 2025 dataset; level of theory: wB97M-V/def2-TZVPD.

Last column: Löwdin charge in e.
Geometry (Å):
Pt  0.028  -0.207  0.305  0.91
N  2.082  -0.848  -0.154  -0.07
C  3.094  -0.239  0.754  -0.21
C  3.132  1.278  0.616  -0.17
C  2.034  2.010  1.369  -0.21
N  0.713  1.840  0.703  -0.07
H  2.090  -1.863  -0.061  0.07
H  2.307  -0.641  -1.123  0.11
H  4.071  -0.669  0.532  0.13
H  2.825  -0.518  1.771  0.11
H  3.103  1.553  -0.446  0.12
H  4.093  1.629  0.992  0.13
H  2.262  3.073  1.437  0.13
H  1.937  1.627  2.381  0.11
H  0.680  2.371  -0.163  0.11
H  -0.033  2.196  1.301  0.09
F  -6.486  1.136  0.816  0.18
C  -5.343  0.712  0.317  -0.11
C  -4.296  1.605  0.141  -0.13
F  -4.450  2.877  0.475  0.16
C  -3.103  1.157  -0.374  -0.24
F  -2.116  2.044  -0.529  0.09
C  -2.917  -0.180  -0.728  -0.50
S  -1.418  -0.810  -1.357  0.74
C  -3.994  -1.051  -0.553  -0.24
F  -3.861  -2.340  -0.867  0.09
C  -5.194  -0.623  -0.030  -0.13
F  -6.196  -1.469  0.144  0.16
F  -1.457  0.538  2.128  -0.01
B  -0.585  0.246  3.261  -1.25
F  -0.174  1.423  3.820  0.19
F  -1.179  -0.657  4.086  0.18
F  0.597  -0.401  2.631  -0.08
Se  -0.976  -2.523  1.388  1.11
C  0.388  -3.681  0.761  -0.62
C  1.581  -3.777  1.465  -0.12
C  2.551  -4.631  0.956  -0.12
N  2.405  -5.349  -0.160  0.09
C  1.240  -5.238  -0.803  -0.11
C  0.194  -4.421  -0.390  -0.09
H  1.746  -3.232  2.388  0.12
H  3.494  -4.747  1.480  0.12
H  1.132  -5.836  -1.701  0.12
H  -0.728  -4.376  -0.957  0.11

Computed properties:
2S+1: 5
Total charge: +1
HOMO level (spin up / spin down), eV: -11.941 / -12.683
F_max, Eh/bohr: 0.010
Kohn-Sham gap (spin up / spin down), eV: 9.0 / 6.1
Energy above the lowest of the compared OMol25 structures with the same formula, charge and spin, kJ/mol: 0.0
LUMO level (spin up / spin down), eV: -2.92 / -6.56

=====

No. 2
One molecule with the formula C4H6N2O2. Source: the Open Molecules 2025 dataset; level of theory: wB97M-V/def2-TZVPD.

Last column: Löwdin charge in e.
Geometry (Å):
O  2.654  0.790  0.164  0.09
N  1.958  -0.178  -0.035  -0.41
O  2.259  -1.322  0.206  0.09
C  0.647  0.066  -0.638  -0.09
C  0.026  1.376  -0.265  -0.14
N  -1.077  1.364  0.331  0.05
C  -1.606  0.040  0.553  -0.24
C  -0.613  -1.018  0.085  -0.02
H  0.709  -0.118  -1.708  0.15
H  0.524  2.307  -0.483  0.11
H  -2.544  -0.019  -0.002  0.11
H  -1.840  -0.043  1.617  0.11
H  -0.118  -1.572  0.871  0.09
H  -0.978  -1.672  -0.694  0.09

Computed properties:
SMILES: O=[N+]([O-])[C@@H]1C=NCC1
Total charge: 0
HOMO level, eV: -10.337
F_max, Eh/bohr: 0.084
Kohn-Sham gap, eV: 10.5
Energy above the lowest of the compared OMol25 structures with the same formula, charge and spin, kJ/mol: 433.0
LUMO level, eV: 0.14

=====

No. 3
C35H40N6NiO2P2S3 as an isolated structure. Source: the Open Molecules 2025 dataset; level of theory: wB97M-V/def2-TZVPD.

Last column: Löwdin charge in e.
Geometry (Å):
Ni  -0.110  0.831  -0.230  0.09
S  -0.135  0.388  3.679  0.21
P  -0.141  -1.169  2.471  0.36
C  0.165  -0.768  0.813  -0.58
P  0.828  -1.798  -0.373  0.47
S  1.243  -0.558  -1.909  0.39
C  2.392  -2.695  -0.056  -0.33
C  3.454  -1.916  0.404  -0.12
C  4.722  -2.456  0.531  -0.09
C  4.945  -3.788  0.202  -0.09
C  3.898  -4.568  -0.262  -0.08
C  2.626  -4.023  -0.398  -0.08
C  -0.371  -3.076  -0.886  -0.33
C  -1.221  -2.825  -1.960  -0.10
C  -2.244  -3.714  -2.265  -0.08
C  -2.429  -4.857  -1.499  -0.09
C  -1.589  -5.110  -0.424  -0.08
C  -0.569  -4.221  -0.117  -0.10
C  -1.736  -2.061  2.570  -0.34
C  -2.092  -2.761  3.723  -0.10
C  -3.315  -3.411  3.799  -0.09
C  -4.201  -3.350  2.731  -0.10
C  -3.870  -2.621  1.598  -0.09
C  -2.642  -1.976  1.519  -0.09
C  1.088  -2.400  3.058  -0.33
C  0.867  -3.772  3.120  -0.11
C  1.874  -4.633  3.546  -0.08
C  3.106  -4.127  3.925  -0.09
C  3.328  -2.756  3.889  -0.09
C  2.328  -1.900  3.458  -0.12
H  3.270  -0.876  0.650  0.10
H  5.539  -1.841  0.886  0.10
H  5.935  -4.216  0.304  0.10
H  4.069  -5.603  -0.530  0.10
H  1.826  -4.631  -0.797  0.09
H  -1.076  -1.928  -2.549  0.06
H  -2.899  -3.512  -3.103  0.10
H  -3.226  -5.550  -1.738  0.10
H  -1.735  -5.993  0.186  0.11
H  0.077  -4.417  0.731  0.08
H  -1.411  -2.784  4.565  0.11
H  -3.582  -3.958  4.695  0.10
H  -5.153  -3.865  2.788  0.10
H  -4.566  -2.559  0.770  0.10
H  -2.369  -1.403  0.642  0.09
H  -0.100  -4.177  2.850  0.09
H  1.689  -5.699  3.585  0.10
H  3.890  -4.799  4.253  0.10
H  4.286  -2.354  4.199  0.10
H  2.484  -0.828  3.442  0.08
N  1.161  2.531  0.327  0.05
C  0.238  3.677  0.370  -0.28
C  0.834  4.982  0.913  -0.13
C  0.761  6.157  -0.069  -0.18
C  -0.609  6.819  -0.048  -0.16
N  -1.653  5.807  -0.035  0.09
C  -2.085  5.172  -1.110  -0.46
N  -2.898  4.119  -0.959  0.18
N  -1.783  5.596  -2.350  0.21
C  -1.035  3.196  1.123  -0.62
O  -1.731  4.054  1.725  -0.01
O  -1.286  1.986  1.032  -0.06
H  1.302  2.174  1.274  0.10
H  2.070  2.805  -0.030  0.10
H  -0.085  3.837  -0.669  0.11
H  1.884  4.817  1.161  0.12
H  0.335  5.241  1.850  0.13
H  1.027  5.837  -1.082  0.11
H  1.496  6.912  0.217  0.11
H  -0.755  7.515  -0.877  0.11
H  -0.709  7.406  0.864  0.13
H  -1.646  5.181  0.799  0.05
H  -2.890  3.693  -0.033  0.11
H  -2.956  3.461  -1.721  0.01
H  -1.060  6.281  -2.476  0.10
H  -1.995  4.995  -3.127  0.11
C  -1.850  2.096  -5.333  -0.03
N  -0.586  2.261  -4.643  -0.13
C  0.631  2.529  -5.261  -0.05
C  1.576  2.509  -4.305  -0.06
N  0.925  2.258  -3.111  0.03
C  -0.399  2.071  -3.313  -0.74
S  -1.562  1.700  -2.143  0.77
H  -2.066  2.976  -5.938  0.09
H  -2.627  1.955  -4.589  0.05
H  -1.816  1.217  -5.976  0.10
H  0.706  2.699  -6.320  0.12
H  2.640  2.641  -4.370  0.12
H  1.348  1.927  -2.253  0.05

Computed properties:
Total charge: 0
HOMO level, eV: -6.104
F_max, Eh/bohr: 0.028
Kohn-Sham gap, eV: 5.9
LUMO level, eV: -0.24

=====

No. 4
A 2-piece molecular cluster, C10H12F2N3 overall. Source: the Open Molecules 2025 dataset; level of theory: wB97M-V/def2-TZVPD.

Last column: Löwdin charge in e.
Geometry (Å):
N  -4.031  -0.882  -3.631  0.05
C  -2.857  -1.641  -3.158  -0.14
C  -2.152  -0.933  -2.037  -0.19
N  -1.319  0.094  -2.131  0.18
C  -0.912  0.487  -0.853  0.00
C  -1.515  -0.331  0.020  0.05
N  -2.278  -1.195  -0.745  0.00
F  -3.060  -2.164  -0.289  0.15
H  -3.705  0.025  -3.951  0.08
H  -4.608  -0.656  -2.826  0.08
H  -3.163  -2.614  -2.803  0.12
H  -2.148  -1.749  -3.968  0.13
H  -1.042  0.513  -3.004  0.19
H  -0.243  1.305  -0.683  0.12
H  -1.478  -0.352  1.090  0.15
F  1.048  2.171  0.936  0.02
C  1.970  1.497  1.681  -0.28
C  2.141  0.144  1.476  -0.03
C  3.084  -0.533  2.238  -0.08
C  3.829  0.149  3.188  -0.08
C  3.636  1.511  3.376  -0.06
C  2.702  2.197  2.615  -0.01
H  1.548  -0.372  0.731  0.10
H  3.236  -1.592  2.086  0.11
H  4.561  -0.381  3.781  0.11
H  4.215  2.043  4.119  0.11
H  2.541  3.260  2.741  0.12

Computed properties:
Total charge: +1
HOMO level, eV: -11.882
F_max, Eh/bohr: 0.022
Kohn-Sham gap, eV: 8.6
LUMO level, eV: -3.25

=====

No. 5
A 10-piece molecular cluster, C48H102ClF6N11O12S6 overall. Source: the Open Molecules 2025 dataset; level of theory: wB97M-V/def2-TZVPD.

Last column: Löwdin charge in e.
Geometry (Å):
C  0.228  2.438  3.301  -0.08
C  0.391  1.070  2.717  -0.26
C  -0.386  0.894  1.408  -0.17
C  0.094  -0.308  0.622  -0.15
N  -0.388  -0.438  -0.804  -0.16
C  0.349  0.556  -1.734  -0.09
C  0.471  -0.076  -3.095  -0.19
C  0.462  -1.529  -2.810  -0.16
C  -0.087  -1.852  -1.437  -0.05
C  -1.915  -0.183  -0.783  0.03
H  0.915  3.072  2.739  0.06
H  0.447  2.445  4.368  0.08
H  -0.783  2.827  3.179  0.07
H  0.286  0.283  3.464  0.09
H  1.451  1.096  2.464  0.07
H  -0.292  1.774  0.770  0.12
H  -1.444  0.850  1.666  0.09
H  -0.205  -1.213  1.153  0.09
H  1.178  -0.418  0.672  0.12
H  -0.208  1.464  -1.965  0.12
H  1.341  0.745  -1.324  0.12
H  -0.436  0.141  -3.661  0.05
H  1.323  0.320  -3.648  0.12
H  0.008  -1.996  -3.684  0.11
H  1.459  -1.968  -2.762  0.12
H  -0.980  -2.475  -1.489  0.11
H  0.517  -2.451  -0.756  0.12
H  -2.062  0.896  -0.749  0.09
H  -2.351  -0.695  0.073  0.06
H  -2.344  -0.602  -1.693  0.07
C  1.994  0.459  5.899  -0.08
C  1.919  -1.100  5.788  -0.23
C  2.786  -1.796  4.755  -0.18
C  2.354  -3.286  4.557  -0.07
N  2.827  -3.889  3.210  -0.22
C  2.821  -5.430  3.096  -0.10
C  3.670  -5.858  1.964  -0.15
C  4.856  -4.922  2.052  -0.13
C  4.307  -3.722  2.818  -0.11
C  1.842  -3.355  2.155  0.03
H  2.298  1.057  5.040  0.05
H  2.722  0.669  6.683  0.07
H  1.035  0.874  6.208  0.08
H  0.859  -1.291  5.616  0.10
H  2.141  -1.500  6.777  0.12
H  3.811  -1.855  5.123  0.11
H  2.931  -1.232  3.833  0.09
H  1.304  -3.554  4.674  0.14
H  2.795  -3.926  5.322  0.13
H  1.774  -5.725  3.176  0.15
H  3.218  -5.697  4.076  0.14
H  3.132  -5.824  1.016  0.13
H  3.918  -6.919  2.001  0.14
H  5.269  -4.553  1.113  0.12
H  5.634  -5.393  2.653  0.13
H  4.234  -2.794  2.250  0.10
H  4.893  -3.413  3.684  0.13
H  1.927  -2.269  2.122  0.08
H  0.812  -3.643  2.365  0.10
H  2.091  -3.815  1.199  0.10
C  3.487  2.448  0.810  -0.08
C  4.015  2.397  2.181  -0.27
C  5.479  2.150  2.337  -0.18
C  5.802  0.665  2.366  -0.11
N  7.089  0.321  1.562  -0.23
C  7.134  0.861  0.066  -0.07
C  8.044  -0.101  -0.672  -0.16
C  7.990  -1.456  0.050  -0.12
C  7.151  -1.236  1.374  -0.06
C  8.254  0.887  2.327  0.04
H  4.276  2.366  0.061  0.07
H  3.001  3.404  0.617  0.10
H  2.794  1.645  0.557  0.05
H  3.444  1.711  2.807  0.09
H  3.875  3.335  2.718  0.12
H  5.871  2.372  3.330  0.13
H  5.947  2.708  1.526  0.12
H  4.983  0.057  1.982  0.12
H  5.961  0.236  3.355  0.13
H  7.541  1.871  0.047  0.13
H  6.107  0.784  -0.289  0.13
H  9.054  0.292  -0.787  0.12
H  7.639  -0.099  -1.684  0.12
H  9.014  -1.738  0.292  0.11
H  7.644  -2.290  -0.561  0.12
H  7.603  -1.722  2.238  0.13
H  6.156  -1.637  1.185  0.10
H  8.053  0.713  3.384  0.11
H  8.092  1.955  2.182  0.11
H  9.223  0.509  2.005  0.12
C  -3.694  3.949  5.827  -0.09
C  -3.755  2.765  4.856  -0.26
C  -4.326  3.014  3.489  -0.17
C  -4.464  1.759  2.519  -0.05
N  -5.245  2.190  1.187  -0.20
C  -5.263  0.957  0.201  -0.08
C  -5.283  1.464  -1.251  -0.13
C  -4.791  2.930  -1.206  -0.13
C  -4.546  3.282  0.294  -0.08
C  -6.673  2.652  1.504  0.03
H  -4.565  4.593  5.956  0.08
H  -3.048  4.703  5.374  0.06
H  -3.201  3.800  6.787  0.08
H  -4.456  2.104  5.367  0.11
H  -2.801  2.243  4.778  0.09
H  -3.718  3.741  2.951  0.11
H  -5.320  3.432  3.650  0.10
H  -5.096  0.982  2.948  0.13
H  -3.513  1.322  2.215  0.08
H  -6.201  0.490  0.502  0.12
H  -4.539  0.164  0.388  0.10
H  -6.323  1.521  -1.573  0.11
H  -4.763  0.784  -1.926  0.08
H  -5.546  3.656  -1.508  0.11
H  -3.920  3.114  -1.834  0.10
H  -4.812  4.326  0.459  0.13
H  -3.485  3.299  0.545  0.12
H  -6.673  3.491  2.198  0.10
H  -7.233  1.805  1.899  0.11
H  -7.138  2.845  0.537  0.11
C  -0.069  5.693  -9.868  -0.04
C  -1.340  5.012  -9.305  -0.17
N  -1.027  4.281  -8.100  -0.06
C  -0.290  3.103  -8.154  0.01
C  -0.138  2.629  -6.846  0.01
N  -0.680  3.592  -5.994  -0.08
C  -1.293  4.559  -6.756  0.06
C  -0.594  3.574  -4.500  0.03
H  0.255  6.548  -9.274  0.08
H  -0.324  6.124  -10.836  0.09
H  0.738  4.960  -9.853  0.07
H  -1.645  4.244  -10.017  0.13
H  -2.257  5.589  -9.188  0.14
H  0.154  2.758  -9.075  0.14
H  0.403  1.760  -6.504  0.13
H  -1.665  5.491  -6.358  0.16
H  -1.468  3.120  -4.033  0.08
H  -0.504  4.576  -4.083  0.10
H  0.272  2.929  -4.353  0.08
C  -5.042  -2.787  -2.126  -0.09
C  -5.308  -4.175  -2.669  -0.12
N  -4.538  -4.321  -3.940  -0.01
C  -4.786  -5.223  -4.930  -0.04
C  -3.933  -5.013  -5.978  -0.01
N  -3.004  -4.040  -5.603  -0.08
C  -3.389  -3.644  -4.345  -0.02
C  -2.059  -3.381  -6.433  -0.02
H  -5.472  -1.993  -2.736  0.08
H  -3.991  -2.603  -1.905  0.06
H  -5.549  -2.781  -1.161  0.08
H  -6.374  -4.257  -2.882  0.14
H  -4.926  -4.987  -2.050  0.10
H  -5.577  -5.945  -4.794  0.14
H  -3.880  -5.476  -6.952  0.13
H  -3.049  -2.715  -3.911  0.06
H  -1.170  -3.115  -5.861  0.09
H  -2.434  -2.437  -6.828  0.08
H  -1.804  -4.067  -7.241  0.10
Cl  -3.201  -0.113  -4.718  -0.54
N  -3.288  -1.631  2.076  -0.25
S  -2.753  -3.029  1.679  0.45
O  -3.007  -4.239  2.499  -0.25
O  -1.510  -3.120  0.916  -0.31
F  -3.901  -3.292  0.603  -0.19
S  -2.468  -1.684  3.539  0.59
O  -1.012  -1.852  3.602  -0.32
O  -3.276  -2.289  4.646  -0.27
F  -2.499  -0.114  3.843  -0.20
N  -2.885  -7.064  -2.968  -0.24
S  -2.948  -7.087  -1.474  0.43
O  -2.910  -5.860  -0.688  -0.32
O  -2.437  -8.316  -0.831  -0.29
F  -4.558  -7.177  -1.195  -0.23
S  -1.334  -6.366  -3.000  0.60
O  -0.244  -7.276  -2.629  -0.28
O  -1.130  -4.937  -2.692  -0.33
F  -1.242  -6.389  -4.611  -0.21
N  0.473  6.999  1.702  -0.27
S  1.686  6.758  2.613  0.45
O  1.855  5.390  3.114  -0.35
O  2.161  7.773  3.529  -0.28
F  2.824  6.888  1.397  -0.26
S  -0.610  7.079  3.016  0.60
O  -0.636  8.361  3.737  -0.28
O  -1.017  5.858  3.736  -0.32
F  -1.915  7.398  2.076  -0.25

Computed properties:
Total charge: +2
HOMO level, eV: -11.830
F_max, Eh/bohr: 0.223
Kohn-Sham gap, eV: 7.1
LUMO level, eV: -4.72

=====

No. 6
C15H25BrIO3P2Rh as an isolated structure. Source: the Open Molecules 2025 dataset; level of theory: wB97M-V/def2-TZVPD.

Last column: Löwdin charge in e.
Geometry (Å):
C  -0.779  -2.599  -2.119  -0.13
I  -0.631  1.539  0.636  1.24
H  -1.640  -2.540  -2.789  0.03
H  -0.871  -3.479  -1.478  0.02
H  0.134  -2.710  -2.708  0.01
Rh  -0.739  -0.805  -0.960  0.61
P  -2.391  -1.630  0.517  0.72
C  -1.712  -2.396  2.030  -0.24
C  -3.540  -0.360  1.140  -0.29
H  -4.437  -0.842  1.542  0.07
H  -4.316  -3.118  0.524  0.06
H  -3.800  0.310  0.319  0.04
H  -3.937  -2.503  -1.112  0.06
H  -1.110  -1.643  2.547  -0.03
H  -3.034  0.218  1.917  0.01
C  -3.511  -2.894  -0.183  -0.24
H  -2.516  -2.742  2.687  0.07
H  -2.962  -3.811  -0.408  0.05
H  -1.070  -3.240  1.764  0.06
P  0.650  0.312  -2.515  0.77
C  2.427  0.248  -2.096  -0.16
C  0.562  -0.291  -4.240  -0.22
H  -0.784  2.239  -2.674  0.05
H  0.729  2.465  -3.618  0.07
H  0.730  2.615  -1.827  0.02
C  0.298  2.092  -2.683  -0.23
H  -0.488  -0.342  -4.539  0.06
H  1.100  0.393  -4.904  0.06
H  3.022  0.795  -2.834  0.09
H  2.763  -0.792  -2.057  0.09
H  1.001  -1.288  -4.321  0.05
H  2.556  0.698  -1.108  0.03
C  0.670  -1.454  0.032  -0.42
O  1.556  -1.886  0.641  0.14
Br  1.083  -0.577  3.729  0.97
C  1.533  1.205  3.202  -0.56
C  1.476  2.195  4.187  -0.07
C  1.809  3.512  3.878  0.03
C  2.207  3.845  2.581  0.02
C  2.244  2.868  1.577  -0.03
C  1.892  1.539  1.871  -0.32
C  1.867  0.473  0.792  -0.34
O  3.093  -0.045  0.793  0.12
O  0.919  0.205  -0.504  -0.89
H  1.169  1.942  5.196  0.13
H  1.761  4.271  4.649  0.14
H  2.477  4.868  2.353  0.14
H  2.540  3.143  0.574  0.14

Computed properties:
2S+1: 5
Total charge: +2
HOMO level (spin up / spin down), eV: -13.617 / -15.312
F_max, Eh/bohr: 0.190
Kohn-Sham gap (spin up / spin down), eV: 6.2 / 4.5
Energy above the lowest of the compared OMol25 structures with the same formula, charge and spin, kJ/mol: 621.2
LUMO level (spin up / spin down), eV: -7.40 / -10.76